No. 1
117
Properties=species:S:1:pos:R:3:forces:R:3 method="wB97M-V/def2-TZVPD" de_lowest_kj_mol=6.9 lumo_ev=2.950 orbital_gap_ev=4.2 total_energy_ha=-8416.1169 homo_energy_ha=-0.04709 charge=-2
Bi 0.01072 -0.47343 0.43302 1.348 0.875 0.316
S 1.32355 -2.72744 1.14215 -0.146 -0.146 -0.130
C 0.52931 -3.25007 2.59096 0.149 -0.034 0.022
C 1.13808 -4.37667 3.24525 -0.056 0.150 -0.032
N 1.64587 -5.27388 3.75586 0.056 -0.127 0.047
C -0.58989 -2.70481 3.13111 -0.094 0.084 0.091
S -1.46725 -1.35198 2.48558 -0.251 -0.058 -0.006
C -1.12577 -3.24189 4.34833 0.125 -0.076 -0.152
N -1.55493 -3.67261 5.32607 -0.098 0.012 0.132
Br -10.01356 -7.78527 -5.11191 -0.034 -0.024 -0.002
C -8.35722 -6.92971 -4.73962 0.062 0.026 -0.009
C -8.33788 -5.80779 -3.92328 -0.033 -0.062 -0.053
C -7.13313 -5.18600 -3.65305 -0.113 0.126 0.075
C -5.94654 -5.67738 -4.19266 0.195 0.064 0.058
C -5.99214 -6.79558 -5.01641 0.009 -0.110 -0.060
C -7.19130 -7.43229 -5.29187 -0.064 0.038 0.003
N -4.65947 -5.14174 -3.93902 -0.042 0.357 0.217
N -4.68124 -4.13499 -3.17384 0.253 -0.234 -0.134
C -3.46805 -3.57360 -2.82676 -0.394 -0.188 -0.182
C -2.23173 -4.02210 -3.28844 0.240 -0.062 -0.056
C -1.04060 -3.45375 -2.89785 -0.053 -0.015 -0.009
C -0.99752 -2.37337 -1.98192 0.282 0.079 -0.022
O 0.08593 -1.80705 -1.63423 -0.716 -0.318 -0.117
C -2.28999 -1.91599 -1.46904 0.046 0.082 0.123
N -2.25594 -0.91544 -0.55681 -0.344 -0.200 -0.497
C -3.37086 -0.39758 -0.10264 0.068 -0.083 -0.083
C -4.62426 -0.87286 -0.51587 -0.016 -0.019 0.020
C -4.68635 -1.92046 -1.39407 0.027 0.040 -0.003
C -3.49811 -2.48349 -1.90967 -0.057 0.142 0.183
H -9.25862 -5.42922 -3.50061 -0.006 0.002 -0.004
H -7.09619 -4.31100 -3.01871 -0.003 -0.049 0.003
H -5.06349 -7.16443 -5.43154 0.018 -0.011 0.013
H -7.21854 -8.30849 -5.92481 -0.012 0.003 -0.009
H -2.23062 -4.85220 -3.98246 0.016 -0.014 0.000
H -0.09587 -3.82400 -3.27347 0.005 0.021 -0.007
H -3.27261 0.41489 0.60858 -0.035 -0.010 0.055
H -5.52351 -0.41906 -0.12206 -0.008 0.001 0.009
H -5.63470 -2.33000 -1.71245 -0.006 0.014 0.000
C -1.53361 0.02269 8.15667 -0.026 -0.020 -0.050
C -1.03257 0.45489 6.80502 0.021 0.009 0.037
C -1.39978 1.67703 6.25605 -0.020 -0.003 -0.007
C -0.91734 2.07571 5.01639 -0.019 0.005 -0.052
C -0.06776 1.24201 4.30905 -0.071 -0.042 -0.027
C 0.31424 0.02270 4.84814 0.079 0.037 0.017
C -0.17356 -0.36827 6.08172 0.028 0.012 0.024
S 0.67563 1.78743 2.75688 0.017 0.385 -0.214
O 3.58489 2.84884 3.06757 -0.152 0.105 -0.149
O 1.44962 0.57866 2.32025 0.113 -0.600 0.641
N -0.48494 1.80395 1.61913 -0.508 -0.231 0.260
C -1.01828 2.96614 1.17570 0.062 0.190 0.054
C -1.13035 4.15240 1.89056 0.035 0.023 0.062
C -1.79824 5.27106 1.36913 -0.009 0.034 -0.047
C -2.36129 5.25872 0.12265 0.019 0.005 0.044
C -2.19124 4.10858 -0.68427 -0.036 0.050 -0.060
C -2.64625 4.03838 -2.02044 -0.009 0.018 0.000
C -2.40326 2.92427 -2.76749 -0.005 0.006 -0.015
C -1.68835 1.86304 -2.17778 -0.016 -0.013 -0.040
N -1.25775 1.88932 -0.94453 -0.127 -0.115 0.094
C -1.51043 2.98079 -0.17914 0.052 -0.051 -0.121
H -2.12618 0.80738 8.62680 -0.021 0.009 0.014
H -0.70130 -0.21996 8.81898 0.010 -0.003 0.026
H -2.15201 -0.87226 8.07191 -0.018 -0.022 -0.001
H -2.07270 2.32724 6.80395 -0.001 0.021 0.011
H -1.21621 3.03197 4.60679 -0.014 0.020 -0.027
H 0.98827 -0.60677 4.28290 0.011 -0.026 -0.012
H 0.10725 -1.33401 6.48490 0.012 -0.016 0.011
H -0.68220 4.21329 2.87308 -0.072 0.004 0.059
H -1.87854 6.15987 1.98503 0.008 -0.001 0.007
H -2.91056 6.10855 -0.26265 0.031 0.029 -0.026
H -3.17348 4.88871 -2.43907 -0.015 0.001 -0.003
H -2.72957 2.84689 -3.79576 0.011 -0.011 -0.015
H -1.47030 0.96716 -2.74918 0.028 -0.013 -0.039
Cl 0.75767 -0.36425 -3.99632 -0.693 -0.077 -0.234
C 1.28809 0.90171 -5.09268 -0.491 0.155 -0.270
Cl -0.04096 1.97982 -5.59926 -0.093 -0.035 -0.041
H 1.68821 0.44453 -5.99083 0.053 0.028 0.024
H 2.02370 1.50755 -4.58063 -0.622 0.016 -0.242
C 2.02959 3.31021 -2.54117 -0.048 -0.103 -0.044
Si 3.48365 2.17763 -2.09214 0.388 0.308 -0.048
C 3.61168 0.84647 -3.43316 0.448 -0.248 0.222
C 5.01030 3.26160 -2.45195 0.043 -0.003 0.087
Si 3.15977 1.30502 0.01824 -0.866 -0.451 -0.195
Si 4.50321 -0.56362 0.24746 0.670 0.252 -0.206
C 6.35919 -0.20985 -0.01568 0.018 -0.048 0.021
C 4.42143 -1.37745 1.94480 -0.194 0.032 0.087
C 4.12446 -1.82195 -1.11797 -0.263 -0.031 0.111
Si 3.76375 3.05854 1.40692 0.258 0.208 0.065
C 4.03737 1.71159 3.75097 0.101 -0.152 -0.006
C 2.68567 4.56925 1.08499 -0.099 -0.076 -0.114
C 5.56117 3.63556 1.23588 0.018 -0.024 0.012
H 2.14112 3.76040 -3.53403 -0.012 -0.003 -0.028
H 1.94835 4.12223 -1.81615 0.033 0.039 0.053
H 1.08397 2.76525 -2.50197 -0.063 -0.021 -0.045
H 3.62930 1.28816 -4.43520 0.545 -0.042 0.185
H 2.78287 0.13922 -3.38101 0.648 0.118 0.221
H 4.53034 0.27156 -3.30796 0.115 0.058 0.071
H 5.08285 3.53395 -3.50962 -0.043 -0.005 -0.058
H 5.92180 2.72804 -2.17330 0.050 -0.003 -0.002
H 4.98458 4.18562 -1.87052 -0.012 0.043 0.007
H 6.73716 0.49656 0.72626 0.008 0.028 0.030
H 6.51653 0.23222 -1.00237 0.014 0.034 -0.039
H 6.96237 -1.12187 0.04609 0.019 -0.052 0.014
H 5.05871 -0.85010 2.65783 0.087 0.003 -0.040
H 4.73717 -2.42241 1.89537 0.042 -0.016 -0.018
H 3.40153 -1.35965 2.32815 0.023 -0.020 0.046
H 4.74997 -1.62602 -1.99015 0.037 0.005 -0.026
H 3.08225 -1.77817 -1.43943 -0.066 -0.020 -0.022
H 4.31367 -2.84150 -0.77521 0.063 -0.041 0.017
H 3.58796 0.80084 3.34994 0.004 0.012 0.042
H 3.75465 1.80695 4.80198 0.017 -0.025 0.041
H 5.12968 1.61632 3.69388 0.040 -0.013 0.035
H 1.67152 4.27098 0.80870 -0.013 0.023 0.037
H 3.08800 5.16687 0.26367 0.036 0.038 -0.042
H 2.62301 5.19658 1.97614 0.053 0.028 0.050
H 6.25270 2.80449 1.38634 0.032 -0.032 0.014
H 5.79012 4.41044 1.97343 -0.020 0.041 0.036
H 5.75245 4.03699 0.24087 0.018 0.000 -0.067

No. 2
17
Properties=species:S:1:pos:R:3:forces:R:3 method="wB97M-V/def2-TZVPD" de_lowest_kj_mol=63.7 lumo_ev=0.962 orbital_gap_ev=9.9 total_energy_ha=-409.0733 homo_energy_ha=-0.32972 charge=0
F -0.22864 2.57510 -1.49346 -0.711 0.131 -1.014
C 0.35604 1.89532 -0.52367 0.727 -0.992 1.934
C 0.12231 0.60593 -0.19725 0.546 2.288 -0.648
C -0.82490 -0.34829 -0.85811 1.170 -1.131 -1.760
C -1.17992 -1.40099 0.18135 -0.481 0.355 0.137
C 0.01315 -2.10456 0.80519 0.595 0.367 -1.661
O 1.13358 -1.24294 0.98052 0.603 -0.565 -0.395
C 0.79481 0.10246 1.05294 -1.412 0.345 1.052
H 0.99415 2.58125 0.08409 -0.349 -0.861 -0.550
H -0.26427 -0.91168 -1.68100 -0.483 0.794 0.782
H -1.67335 0.12817 -1.40146 0.452 -0.249 0.801
H -1.86608 -2.14004 -0.19015 -0.283 -0.378 -0.328
H -1.70133 -0.87888 0.94811 -0.686 0.349 0.855
H -0.22647 -2.51210 1.75951 -0.405 -0.615 0.731
H 0.33302 -2.88445 0.09122 0.057 0.064 0.561
H 1.68112 0.65574 1.35849 -0.032 0.074 -0.250
H 0.02344 0.23043 1.86537 0.691 0.024 -0.247

No. 3
15
Properties=species:S:1:pos:R:3:forces:R:3 method="wB97M-V/def2-TZVPD" de_lowest_kj_mol=730.6 lumo_ev=0.898 orbital_gap_ev=8.7 total_energy_ha=-358.7401 homo_energy_ha=-0.28535 charge=0
C 2.17943 -0.92408 -0.19280 1.793 -2.951 3.514
C 0.78770 -0.41362 -0.34824 1.677 0.501 3.635
C -1.12440 0.61654 -0.43111 1.356 -5.661 -4.349
C -1.15064 1.12138 1.47626 -1.859 -0.387 1.630
C -0.01648 0.53742 0.42688 -0.656 -0.648 -1.013
H 2.74742 -2.12806 -0.53497 -2.794 3.508 0.748
H 2.33149 -0.94297 1.08381 0.350 0.589 -4.016
H 2.68079 -0.22544 -0.82910 1.624 0.481 0.550
H 0.50072 -1.23136 -2.37226 -0.561 2.001 3.707
H -3.02873 0.77582 0.27165 1.258 0.448 0.392
H -1.86270 0.45786 2.22562 2.988 1.228 -1.183
H -1.03863 2.19864 1.85281 0.374 -1.835 -0.178
N 0.18020 -0.63389 -1.44922 -0.945 -4.127 -5.554
N -1.12761 -0.35371 -1.48531 -0.983 4.783 1.406
N -2.05856 1.14547 0.30597 -3.624 2.070 0.711

No. 4
13
Properties=species:S:1:pos:R:3:forces:R:3 method="wB97M-V/def2-TZVPD" de_lowest_kj_mol=382.1 lumo_ev=0.945 smiles=C#CC[C@H](O)C#C orbital_gap_ev=11.2 total_energy_ha=-307.3179 homo_energy_ha=-0.37615 charge=0
C -1.58789 -1.86124 0.33858 0.407 0.087 -0.193
C -0.50133 -1.49758 -0.03004 -0.514 -0.177 0.152
C 0.79946 -0.94044 -0.39428 0.021 -0.052 0.000
C 0.92730 0.49300 0.16222 0.117 0.030 -0.003
O 0.68495 0.50608 1.55353 0.096 -0.336 0.260
C 0.00739 1.46592 -0.40711 -0.277 0.295 -0.428
C -0.76139 2.32939 -0.72974 0.594 -0.462 -0.630
H -2.55050 -2.20872 0.63755 0.110 0.033 -0.030
H 1.60279 -1.52576 0.06536 -0.151 0.010 -0.013
H 0.94810 -0.98662 -1.47833 -0.057 0.189 0.128
H 1.95225 0.83356 -0.03276 -0.151 -0.062 0.309
H -0.26246 0.29792 1.62901 0.325 0.029 0.274
H -1.26186 3.02871 -1.33999 -0.520 0.417 0.173